# 1
C37H30CrGeIN2S2 as an isolated structure, computed with ωB97M-V with the def2-TZVPD basis set.

XYZ file:
```
74
Properties=species:S:1:pos:R:3:mulliken_charge:R:1
Cr -0.59813 0.02329 -0.09801 -1.35
C -1.72403 0.51930 3.14515 -1.08
C -0.27855 0.19365 2.99784 0.53
N 0.29480 -0.07151 1.85999 0.92
C 1.64074 -0.30974 1.99152 -0.65
C 2.09929 -0.25780 3.27093 -0.51
S 0.81114 0.13091 4.33182 -0.29
C 2.41203 -0.56822 0.78106 0.01
C 3.74926 -0.81538 0.69561 -0.59
S 4.18910 -1.02820 -0.94836 -0.24
C 2.54566 -0.77361 -1.41757 0.29
N 1.75027 -0.55487 -0.41936 0.49
C 2.09756 -0.79170 -2.83868 -0.92
H -2.09746 0.86578 2.18066 -0.05
H -1.87006 1.30942 3.88289 0.36
H -2.28932 -0.36614 3.44301 0.40
H 3.10687 -0.40176 3.61977 0.44
H 4.46794 -0.86885 1.49448 0.42
H 2.91878 -1.02780 -3.51338 0.41
H 1.68432 0.18325 -3.10048 0.19
H 1.30361 -1.52862 -2.96280 0.17
I -1.81312 -0.30436 -2.66356 0.02
C -2.30785 -2.32168 -2.30734 0.51
C -2.86854 -3.05589 -3.31327 -0.64
C -3.26620 -4.38582 -3.07326 -0.50
C -3.10201 -4.92382 -1.82994 -0.83
C -2.52146 -4.17239 -0.77670 0.97
C -2.36855 -4.75224 0.50396 -0.81
C -1.78693 -4.02718 1.50416 -1.25
C -1.32983 -2.71573 1.25803 0.06
C -1.44822 -2.06014 0.04359 -0.35
C -2.08310 -2.83357 -0.99072 0.99
H -3.01757 -2.61857 -4.29180 0.37
H -3.70529 -4.96438 -3.87644 0.37
H -3.41342 -5.94216 -1.62437 0.32
H -2.71619 -5.76665 0.66442 0.31
H -1.66369 -4.45881 2.49228 0.40
H -0.84047 -2.21900 2.08977 0.27
C -0.39220 2.04358 -0.29552 0.37
Ge -1.04969 3.65333 0.35425 1.17
C -2.93865 4.14122 -0.13343 -0.55
C -3.47701 5.42001 -0.00680 0.01
C -4.79303 5.68969 -0.35923 -0.63
C -5.60358 4.67300 -0.84717 -0.34
C -5.08599 3.39198 -0.98399 -0.55
C -3.76601 3.13624 -0.63314 -0.36
C -1.12003 3.80580 2.35927 -0.22
C 0.03569 3.51906 3.08628 -0.03
C 0.06601 3.59506 4.47236 -0.73
C -1.08408 3.93027 5.17582 -0.53
C -2.25156 4.20307 4.47512 -0.68
C -2.25912 4.15127 3.08584 -0.28
C -0.09591 5.31573 -0.19155 -0.41
C -0.11883 5.70182 -1.53337 -0.28
C 0.54246 6.83848 -1.97587 -0.62
C 1.24612 7.62748 -1.07519 -0.36
C 1.27932 7.26498 0.26329 -0.65
C 0.61557 6.12207 0.69387 0.15
H 0.27576 2.30951 -1.13590 0.29
H -2.85419 6.22804 0.36754 0.38
H -5.18816 6.69440 -0.25614 0.37
H -6.63098 4.88090 -1.12311 0.34
H -5.70886 2.59232 -1.36917 0.38
H -3.34435 2.14136 -0.75416 0.12
H 0.93089 3.21928 2.54550 0.42
H 0.98371 3.37659 5.00690 0.46
H -1.07038 3.97694 6.25859 0.34
H -3.15773 4.46218 5.01118 0.36
H -3.17799 4.37945 2.55668 0.25
H -0.67141 5.10012 -2.24834 0.33
H 0.50604 7.11274 -3.02414 0.36
H 1.76149 8.51824 -1.41464 0.34
H 1.82176 7.87511 0.97700 0.37
H 0.64885 5.85972 1.74624 0.23
```

Computed properties:
F_max = 0.38 eV/A
HOMO (alpha / beta) = -1.84 / -2.38 eV
net charge = -1
electronic energy = -5752.8837 hartree
multiplicity = 5
Kohn-Sham gap (alpha / beta) = 3.95 / 4.48 eV
LUMO level (alpha / beta) = 2.1 / 2.1 eV

# 2
A 2-piece molecular cluster, C37H30F6O2P overall, computed with ωB97M-V with the def2-TZVPD basis set.

XYZ file:
```
76
Properties=species:S:1:pos:R:3:mulliken_charge:R:1
F 0.47649 -4.91911 2.82415 -0.27
C 1.53173 -4.47582 2.07957 0.77
F 2.66234 -4.80501 2.78425 -0.24
F 1.56024 -5.23238 0.93868 -0.24
C 1.46184 -3.00391 1.78579 0.43
C 2.61611 -2.35119 1.34124 -1.02
C 2.63519 -0.96492 1.31702 -0.51
C 1.46738 -0.20815 1.63352 0.66
C 1.45420 1.23987 1.65036 -0.26
C 0.63520 1.98699 0.75470 0.44
C -0.58070 1.46366 0.18861 -0.09
C -1.52289 2.30035 -0.38815 -1.19
C -1.21809 3.66167 -0.49211 0.40
C -2.30922 4.64230 -0.81173 0.79
F -1.94055 5.93655 -0.56326 -0.26
F -2.67513 4.59133 -2.12924 -0.22
F -3.44868 4.41804 -0.08379 -0.23
C 0.08179 4.13521 -0.27534 -0.69
C 0.98922 3.32171 0.37958 -0.61
C 0.28354 -0.92900 1.94349 -0.42
C 0.26745 -2.31330 2.00279 -1.03
H 3.49612 -2.93546 1.05174 0.43
H 3.53842 -0.42876 1.01559 0.48
H 2.12928 1.78832 2.33639 0.43
H -0.79907 0.40002 0.27728 0.73
H -2.49378 1.91542 -0.71865 0.44
H 0.34725 5.15187 -0.56066 0.48
H 1.99011 3.69148 0.61973 0.48
H -0.63391 -0.37541 2.15799 0.81
H -0.65168 -2.84420 2.24811 0.49
C -1.34277 6.02273 5.42006 -1.24
C -0.33752 5.41237 6.35060 -0.16
O 0.35417 4.37536 5.62842 -0.30
C 1.03910 3.59666 6.50242 0.47
C 1.83182 2.54119 5.91673 -0.72
P 2.93129 1.81205 7.03226 2.95
C 2.20920 0.75184 8.31195 -0.53
C 2.88665 -0.42336 8.66836 -0.24
C 2.38180 -1.25868 9.66496 -0.76
C 1.18090 -0.94325 10.30458 -0.49
C 0.51663 0.24496 9.98334 -0.71
C 1.03519 1.09353 9.00052 0.04
C 4.03089 0.73114 6.10083 -0.40
C 5.41834 0.92726 6.10288 -0.30
C 6.22701 0.17228 5.25206 -0.75
C 5.66205 -0.81416 4.44111 -0.61
C 4.29284 -1.08583 4.52099 -0.71
C 3.46881 -0.29261 5.32146 -0.20
C 3.94742 2.97086 7.98651 -0.08
C 4.06322 2.82674 9.37637 -0.34
C 4.83422 3.71739 10.12333 -0.74
C 5.49529 4.77356 9.49318 -0.48
C 5.37423 4.93378 8.10871 -0.73
C 4.59730 4.04539 7.35493 -0.17
O 0.95557 3.82481 7.73037 -0.78
H -1.76210 6.91438 5.87627 0.38
H -0.90674 6.28854 4.45851 0.29
H -2.16219 5.32368 5.25223 0.29
H 0.40793 6.13189 6.71302 0.30
H -0.83655 4.97731 7.21992 0.31
H 1.87901 2.46460 4.84246 0.17
H 3.80248 -0.69386 8.14333 0.41
H 2.92850 -2.16641 9.91572 0.41
H 0.76377 -1.62898 11.04272 0.39
H -0.41581 0.50512 10.48696 0.43
H 0.53270 2.02743 8.75885 0.41
H 5.85303 1.67842 6.76141 0.38
H 7.29854 0.36922 5.21833 0.43
H 6.28629 -1.37220 3.74360 0.40
H 3.86057 -1.90700 3.94856 0.62
H 2.39022 -0.46070 5.33675 0.52
H 3.53671 2.01478 9.87771 0.23
H 4.90668 3.57701 11.20160 0.41
H 6.09403 5.46856 10.08425 0.40
H 5.88715 5.75893 7.61299 0.39
H 4.49449 4.18420 6.27654 0.41
```

Computed properties:
F_max = 2.72 eV/A
HOMO = -9.80 eV
net charge = +1
electronic energy = -2518.6819 hartree
Kohn-Sham gap = 3.12 eV
LUMO level = -6.7 eV

# 3
C37H31Br2LuN8O4PS8 as an isolated structure, computed with ωB97M-V with the def2-TZVPD basis set.

XYZ file:
```
92
Properties=species:S:1:pos:R:3:mulliken_charge:R:1
Lu 0.17111 0.39661 -0.02711 0.58
S 0.96217 2.20380 1.94606 -0.26
S 0.21611 4.02919 1.39256 -0.10
S -1.74129 3.77973 0.74239 -0.15
S -1.65480 2.47024 -0.82394 -0.14
O 3.03635 0.15856 2.88704 -0.75
S 2.72204 -0.91611 1.99421 1.27
O 3.87648 -1.46083 1.27676 -0.95
O 1.62192 -0.64500 1.03749 0.32
C 2.14466 -2.27448 3.01390 0.54
C 3.13374 -2.84596 3.81158 -1.08
C 2.82405 -3.88921 4.65928 -0.82
C 1.51735 -4.36380 4.70984 -0.85
C 0.53917 -3.78840 3.92389 -0.63
C 0.83045 -2.72956 3.05528 0.24
P -0.56789 -1.90171 2.14393 1.84
C -1.40150 -1.42059 3.72354 0.95
C -2.56564 -1.95149 4.26397 -0.73
C -3.08552 -1.44142 5.44858 -0.76
C -2.43841 -0.41277 6.11297 -0.67
C -1.25722 0.10469 5.59584 -0.58
C -0.74773 -0.39114 4.40884 -0.88
C -1.48202 -3.41038 1.62120 0.58
C -0.77234 -4.54390 1.22422 -0.56
C -1.42798 -5.65608 0.71984 -0.82
C -2.80646 -5.64973 0.57804 -0.85
C -3.52486 -4.52857 0.96156 -1.06
C -2.87103 -3.41960 1.47415 -0.51
H 4.13714 -2.44450 3.74430 0.50
H 3.59103 -4.33146 5.28222 0.38
H 1.25818 -5.17513 5.37922 0.43
H -0.47664 -4.15894 3.97873 0.44
H -3.08009 -2.76895 3.77719 0.45
H -4.00225 -1.85683 5.84968 0.43
H -2.85812 -0.00989 7.02682 0.36
H -0.73916 0.90338 6.11216 0.44
H 0.16374 0.03207 3.99295 0.27
H 0.30599 -4.55514 1.32767 0.48
H -0.85675 -6.52528 0.41855 0.42
H -3.31559 -6.51024 0.16193 0.39
H -4.60287 -4.51429 0.85557 0.43
H -3.45306 -2.55253 1.75729 0.48
Br -3.35892 -2.36695 -2.54523 -0.18
C -3.72828 -1.31986 -1.01590 0.15
C -5.05829 -1.14734 -0.63602 -0.44
C -5.34520 -0.40878 0.47704 0.16
Br -7.17450 -0.23194 0.99189 -0.29
C -4.33350 0.22234 1.22893 1.06
C -4.55929 1.04230 2.36075 -1.41
C -3.49927 1.63053 2.97531 -1.57
C -2.19964 1.41246 2.47989 -0.83
N -1.94574 0.62663 1.46148 1.16
C -2.99159 0.03516 0.82309 0.19
C -2.64832 -0.77831 -0.31782 -0.40
O -1.41168 -0.96675 -0.64685 0.19
H -5.85017 -1.59304 -1.22032 0.47
H -5.56985 1.20156 2.71062 0.33
H -3.63289 2.27503 3.83342 0.52
H -1.34394 1.86982 2.95732 0.59
N -0.16422 2.76919 -3.51128 -0.18
C -0.29410 1.43390 -3.70600 0.05
N 0.01294 0.49993 -2.84448 0.76
C -0.09477 -0.75074 -3.42710 -1.00
C -0.52069 -0.76709 -4.71313 -0.37
S -0.81130 0.83236 -5.26938 -0.31
C 0.34085 -1.95627 -2.73853 0.10
C 0.00650 -3.20062 -3.14386 -0.44
S 0.88745 -4.37653 -2.25375 -0.34
C 1.65437 -3.07003 -1.35263 0.40
N 1.25890 -1.87259 -1.70098 0.39
N 2.65264 -3.39444 -0.51865 -0.12
H -0.33661 3.02812 -2.52537 -0.19
H -0.69480 3.33786 -4.15222 0.26
H -0.64725 -1.61338 -5.36601 0.44
H -0.70118 -3.49916 -3.89667 0.44
H 2.84482 -4.36745 -0.36954 0.25
H 3.14422 -2.70687 0.06339 0.04
C 2.18724 5.35456 -2.73178 -0.99
C 2.56617 4.72557 -1.38551 -0.28
C 2.67693 3.24334 -1.47065 0.24
N 1.82261 2.39238 -1.02671 -0.16
N 2.16842 1.09650 -1.24405 0.26
C 3.28344 0.94512 -1.88354 0.22
N 3.74459 -0.25958 -2.30469 -0.40
S 4.05140 2.46042 -2.25072 -0.31
H 2.10278 6.43719 -2.63123 0.39
H 1.23192 4.96025 -3.07116 0.19
H 2.93950 5.13422 -3.49231 0.32
H 1.80445 4.93750 -0.63871 -0.12
H 3.51860 5.13523 -1.04039 0.37
H 3.18968 -1.03452 -1.95585 0.09
H 4.73800 -0.39378 -2.36190 0.26
```

Computed properties:
F_max = 1.98 eV/A
HOMO = -3.77 eV
net charge = -1
electronic energy = -12078.3940 hartree
Kohn-Sham gap = 5.79 eV
LUMO level = 2.0 eV